Record 1
{"formula": "C33H43FN7O3S4Ti", "method": "ωB97M-V/def2-TZVPD", "total_charge": 3, "e_tot_ha": -4433.6663, "multiplicity": 1, "relative_energy_kcal_mol": 28.12, "molar_mass_da": 780.9, "largest_force_ev_per_a": 2.60, "orbital_gap_ev": 6.43, "symbols": ["Ti", "C", "C", "N", "C", "S", "N", "N", "C", "C", "C", "C", "C", "C", "C", "N", "H", "H", "H", "H", "H", "H", "H", "H", "H", "H", "H", "H", "H", "C", "C", "S", "C", "C", "S", "C", "C", "S", "H", "H", "H", "H", "H", "H", "H", "H", "H", "H", "H", "H", "F", "C", "C", "C", "C", "O", "C", "C", "N", "C", "C", "C", "C", "C", "C", "N", "C", "C", "N", "C", "C", "C", "O", "O", "H", "H", "H", "H", "H", "H", "H", "H", "H", "H", "H", "H", "H", "H", "H", "H", "H", "H"], "coordinates": [[-0.28, 0.28, 0.37], [6.11, -0.21, 1.13], [4.77, -0.92, 1.01], [3.76, -0.25, 1.83], [2.56, 0.16, 1.46], [2.00, -0.10, -0.19], [1.83, 0.81, 2.36], [0.60, 1.18, 1.97], [-0.14, 1.86, 2.79], [0.31, 2.30, 4.14], [-1.46, 2.19, 2.27], [-2.33, 3.07, 2.90], [-3.53, 3.38, 2.30], [-3.83, 2.81, 1.07], [-2.92, 1.95, 0.50], [-1.77, 1.62, 1.09], [6.83, -0.65, 0.44], [6.01, 0.85, 0.89], [6.51, -0.31, 2.14], [4.42, -0.92, -0.02], [4.86, -1.95, 1.34], [4.01, -0.04, 2.79], [1.28, 1.87, 4.36], [0.39, 3.39, 4.18], [-0.41, 1.98, 4.90], [-2.05, 3.53, 3.84], [-4.22, 4.06, 2.78], [-4.75, 3.05, 0.55], [-3.11, 1.50, -0.46], [2.49, 0.75, -3.58], [1.12, 0.18, -3.95], [-0.14, -0.01, -2.62], [-1.24, 1.42, -2.92], [-0.66, 2.77, -2.53], [0.04, 2.79, -0.83], [1.64, 3.66, -1.07], [2.81, 2.93, -1.72], [2.62, 2.57, -3.51], [3.19, 0.47, -4.38], [2.86, 0.34, -2.65], [1.25, -0.83, -4.32], [0.65, 0.77, -4.73], [-2.14, 1.19, -2.36], [-1.48, 1.42, -3.98], [-1.43, 3.54, -2.58], [0.16, 3.04, -3.19], [1.91, 3.96, -0.06], [1.38, 4.56, -1.64], [3.02, 2.00, -1.22], [3.68, 3.57, -1.64], [-6.87, -0.88, -1.13], [-5.92, -1.82, -0.91], [-4.64, -1.39, -0.76], [-3.61, -2.28, -0.45], [-2.26, -1.82, -0.23], [-1.91, -0.60, -0.41], [-1.35, -2.81, 0.21], [-1.71, -4.13, 0.25], [-2.94, -4.56, -0.02], [-3.23, -5.99, -0.03], [-2.54, -6.90, 0.95], [-4.00, -6.60, 1.11], [-3.94, -3.65, -0.32], [-5.25, -4.07, -0.52], [-6.29, -3.18, -0.81], [-7.59, -3.65, -0.99], [-8.14, -4.67, -0.12], [-9.04, -5.62, -0.89], [-10.16, -4.82, -1.49], [-9.61, -3.74, -2.38], [-8.65, -2.85, -1.60], [-0.03, -2.37, 0.74], [0.98, -2.99, 0.68], [-0.15, -1.18, 1.36], [-4.43, -0.33, -0.84], [-0.96, -4.87, 0.50], [-3.41, -6.36, -1.03], [-1.87, -6.47, 1.68], [-2.24, -7.87, 0.59], [-4.30, -5.96, 1.93], [-4.72, -7.38, 0.87], [-5.46, -5.12, -0.47], [-8.72, -4.19, 0.69], [-7.35, -5.24, 0.36], [-9.45, -6.39, -0.24], [-8.50, -6.08, -1.71], [-10.71, -4.39, -0.73], [-10.80, -5.42, -2.01], [-10.43, -3.15, -2.77], [-9.10, -4.24, -3.20], [-9.20, -2.27, -0.85], [-8.24, -2.15, -2.32]]}

Record 2
{"formula": "C33H43N6O6PdTe", "method": "ωB97M-V/def2-TZVPD", "total_charge": 2, "e_tot_ha": -2458.5528, "multiplicity": 2, "relative_energy_kcal_mol": 2.38, "molar_mass_da": 853.8, "s2": 0.8355, "largest_force_ev_per_a": 1.38, "orbital_gap_ev": [6.50, 7.24], "symbols": ["Pd", "O", "C", "C", "C", "C", "C", "C", "C", "C", "N", "H", "H", "H", "H", "H", "H", "H", "H", "H", "H", "H", "C", "N", "C", "C", "C", "N", "C", "O", "N", "H", "H", "H", "H", "H", "H", "H", "O", "N", "O", "O", "C", "C", "O", "N", "Te", "C", "C", "C", "C", "C", "C", "C", "C", "C", "C", "C", "C", "C", "C", "C", "C", "C", "C", "H", "H", "H", "H", "H", "H", "H", "H", "H", "H", "H", "H", "H", "H", "H", "H", "H", "H", "H", "H", "H", "H", "H", "H", "H"], "coordinates": [[0.29, 0.32, 2.75], [0.04, 1.04, 4.79], [1.21, 1.51, 5.50], [1.96, 0.37, 6.15], [2.26, -0.78, 5.17], [3.06, -0.33, 3.98], [4.44, -0.23, 4.07], [5.18, 0.19, 2.98], [4.51, 0.51, 1.81], [3.14, 0.42, 1.79], [2.42, 0.00, 2.85], [-0.55, 0.57, 5.39], [0.91, 2.26, 6.22], [1.81, 2.01, 4.73], [1.39, -0.03, 6.99], [2.89, 0.77, 6.57], [1.32, -1.21, 4.82], [2.80, -1.57, 5.68], [4.93, -0.50, 5.00], [6.26, 0.27, 3.04], [5.04, 0.85, 0.93], [2.57, 0.69, 0.90], [-2.25, -3.80, 3.77], [-2.63, -2.50, 3.20], [-3.88, -2.26, 2.71], [-4.22, -1.08, 2.16], [-3.22, -0.06, 2.13], [-2.01, -0.29, 2.63], [-1.69, -1.50, 3.13], [-0.51, -1.70, 3.51], [-3.45, 1.13, 1.58], [-3.16, -4.32, 4.07], [-1.62, -3.65, 4.63], [-1.72, -4.40, 3.03], [-4.57, -3.09, 2.79], [-5.21, -0.92, 1.78], [-4.39, 1.40, 1.33], [-2.73, 1.84, 1.65], [0.17, 4.27, 1.74], [-0.06, 3.10, 1.89], [0.83, 2.36, 2.46], [-1.13, 2.56, 1.55], [0.71, -2.60, 0.80], [0.21, -1.28, 0.29], [-0.36, -1.32, -0.93], [0.36, -0.12, 0.78], [-0.83, 0.56, -1.47], [-2.09, 0.03, -3.06], [-2.16, 1.03, -4.03], [-1.39, 2.32, -3.94], [-2.99, 0.82, -5.13], [-3.75, -0.33, -5.26], [-4.63, -0.55, -6.46], [-3.69, -1.28, -4.24], [-2.88, -1.13, -3.13], [-2.93, -2.19, -2.06], [1.00, 0.86, -2.43], [1.75, 1.94, -1.97], [1.25, 2.96, -0.98], [3.03, 2.12, -2.49], [3.55, 1.28, -3.46], [4.93, 1.48, -4.01], [2.75, 0.23, -3.92], [1.47, -0.01, -3.45], [0.68, -1.12, -4.09], [0.25, -3.42, 0.26], [0.54, -2.69, 1.87], [1.79, -2.63, 0.63], [-1.31, 2.72, -2.92], [-1.90, 3.10, -4.51], [-0.38, 2.22, -4.34], [-3.05, 1.59, -5.89], [-4.60, 0.30, -7.14], [-5.66, -0.71, -6.15], [-4.32, -1.44, -7.01], [-4.31, -2.17, -4.32], [-3.74, -2.89, -2.28], [-3.11, -1.76, -1.07], [-2.01, -2.77, -2.01], [0.39, 2.62, -0.40], [0.94, 3.87, -1.51], [2.02, 3.25, -0.28], [3.62, 2.96, -2.14], [5.38, 2.39, -3.63], [4.90, 1.53, -5.10], [5.57, 0.64, -3.75], [3.14, -0.42, -4.70], [1.32, -1.68, -4.76], [-0.15, -0.72, -4.68], [0.26, -1.81, -3.36]]}